This record from OMol25 describes C3H4KMgO2 as an isolated structure at a distorted geometry. The level of theory is ωB97M-V/def2-TZVPD.

Structure (ORCA input):
```
! RIJCOSX wB97M-V def2-TZVPD def2/J DEFGRID3
* xyz 3 1
O 1.088 1.064 -0.820
K -0.033 -1.764 0.805
C 0.352 1.738 0.045
C -0.971 1.506 -0.393
H 0.833 2.557 0.585
H -1.565 2.083 -1.106
H -1.609 1.221 0.453
Mg 3.084 1.132 -1.028
C -0.441 -4.817 1.442
O -0.537 -5.920 1.624
H -0.201 1.200 -1.607
*
```

As for the HOMO energy: -21.9233 eV. The calculation puts the energy relative to the best compared isomer or geometry (same formula, charge and spin) at 21.2 kJ/mol. For the LUMO energy, the calculation gives -15.6 eV.